Record 1
Below is one molecule with the formula C5H8O, with properties calculated with the ωB97M-V functional and the def2-TZVPD basis.

Geometry as XYZ:
```
14
Properties=species:S:1:pos:R:3:mulliken_charge:R:1
H 2.471 0.296 -0.702 0.246
H 0.968 0.251 -1.729 0.197
H -2.461 0.018 -0.174 0.279
C -1.626 -0.647 -0.406 -0.930
H 1.456 -0.867 1.142 0.390
H -1.167 -0.364 -1.356 0.210
C -0.645 -0.674 0.733 0.306
C 1.387 0.312 -0.729 -0.553
H -0.219 1.577 0.044 0.218
H 1.312 1.788 1.002 0.268
C 0.758 1.170 0.310 -0.504
C 0.777 -0.349 0.471 0.099
O -1.005 -0.847 1.880 -0.579
H -2.007 -1.666 -0.485 0.352
```

Calculated values
- E_HOMO (eV) = -9.497
- SMILES = CC(=O)C1CC1



Record 2
Below is a 2-piece molecular cluster, C5H8O overall in a non-equilibrium geometry, with properties calculated with the ωB97M-V functional and the def2-TZVPD basis.

Geometry as XYZ:
```
14
Properties=species:S:1:pos:R:3:mulliken_charge:R:1
C -0.655 0.391 -0.306 -0.187
H -0.041 1.808 1.927 0.281
H -0.252 0.488 -2.505 0.213
O -1.303 -0.815 -0.652 -0.461
H -1.607 2.443 1.207 0.298
C 0.154 -0.735 -0.639 0.669
H 1.106 1.114 -1.452 0.234
C -1.062 1.642 1.660 -0.678
C 1.088 -1.737 -0.078 -1.136
H 1.408 -1.464 0.929 0.286
C 0.217 0.501 -1.527 -0.427
H -1.613 0.891 2.187 0.282
H 1.965 -1.821 -0.717 0.300
H 0.594 -2.706 -0.034 0.327
```

Calculated values
- E_HOMO (eV) = -8.331



Record 3
Below is a 2-piece molecular cluster, C5H8O overall, with properties calculated with the ωB97M-V functional and the def2-TZVPD basis.

Geometry as XYZ:
```
14
Properties=species:S:1:pos:R:3:mulliken_charge:R:1
C 1.278 -0.093 -0.616 0.400
C 0.042 -0.041 -0.921 0.370
H -0.228 -1.600 1.125 0.048
C -2.251 0.838 -0.470 -0.940
C -1.247 -0.035 -1.179 -0.814
O 3.042 0.259 0.952 -0.499
H 2.331 0.687 1.458 0.346
H -3.267 0.452 -0.589 0.309
C 2.506 -0.271 -0.176 -0.384
H -2.229 1.844 -0.906 0.264
H -1.606 -0.644 -2.009 0.344
H -2.042 0.935 0.601 0.290
H 3.240 -0.872 -0.711 0.325
H 0.517 -1.643 1.154 -0.060
```

Calculated values
- E_HOMO (eV) = -8.188
- SMILES = CC=C=C=CO.[H][H]



Number 1: frontier orbital gap 10.555 eV. Number 2: frontier orbital gap 8.454 eV. Number 3: frontier orbital gap 9.007 eV.